[1]
# C3H4O

C3H4O as an isolated structure (ωB97M-V/def2-TZVPD, OMol25).

Geometry as XYZ:
```
8
Properties=species:S:1:pos:R:3:mulliken_charge:R:1
O -0.831 1.225 -0.123 -0.515
C 1.085 -0.420 0.245 0.255
C 1.130 -0.542 -1.027 -0.777
C -0.501 -0.104 0.124 -0.327
H -0.634 1.411 -1.052 0.376
H -1.049 -0.802 -0.519 0.309
H -0.789 -0.325 1.151 0.308
H 1.589 -0.443 1.200 0.371
```

Properties
orbital gap	11.080	eV
spin multiplicity	1

---

[2]
# C9H9N3O2S

One molecule with the formula C9H9N3O2S (ωB97M-V/def2-TZVPD, OMol25).

Geometry as XYZ:
```
24
Properties=species:S:1:pos:R:3:mulliken_charge:R:1
S -2.050 3.589 0.514 -0.492
O -2.320 0.377 -0.811 -0.565
O -0.499 1.751 -1.097 -0.477
N -2.189 1.464 2.039 0.350
N -0.482 0.123 0.557 0.065
N -1.822 0.233 2.470 -0.883
C -1.262 1.070 -0.181 0.621
C 0.527 -0.910 -1.417 -0.155
C 1.592 -1.572 -2.000 -0.740
C 0.589 -0.555 -0.077 0.298
C 2.714 -1.889 -1.255 -0.430
C -0.968 -0.363 1.729 -0.004
C 1.719 -0.865 0.673 -0.385
C -1.817 1.994 0.878 -0.045
C 2.774 -1.534 0.082 -0.664
H 3.541 -2.409 -1.716 0.385
H 1.540 -1.847 -3.043 0.367
H -2.673 0.923 -1.525 0.404
H -0.578 -1.305 2.078 0.537
H -0.709 2.710 -0.996 0.306
H 1.773 -0.567 1.711 0.485
H 3.650 -1.771 0.668 0.375
H -0.353 -0.673 -1.993 0.415
H -2.696 2.025 2.711 0.231
```

Properties
structure (SMILES)	OC1(O)C(=S)NN=CN1c1ccccc1
orbital gap	8.510	eV
spin multiplicity	1

---

[3]
# C5H10

One molecule with the formula C5H10 (ωB97M-V/def2-TZVPD, OMol25).

Geometry as XYZ:
```
15
Properties=species:S:1:pos:R:3:mulliken_charge:R:1
C -1.038 0.553 -0.243 -0.515
C -1.012 -0.774 0.491 -0.544
C 1.143 0.128 -0.567 -0.818
C 0.484 -1.117 0.266 -0.550
C 0.294 1.249 0.059 -0.510
H 0.634 -2.151 -0.070 0.336
H 0.537 1.372 1.120 0.265
H -1.275 -0.708 1.555 0.289
H -1.957 1.146 -0.166 0.384
H -1.722 -1.479 0.036 0.281
H 1.089 0.344 -1.660 0.271
H 2.208 0.064 -0.383 0.351
H 0.339 2.235 -0.419 0.275
H -0.727 0.156 -1.248 0.222
H 1.002 -1.019 1.230 0.260
```

Properties
structure (SMILES)	C1CCCC1
orbital gap	12.012	eV
spin multiplicity	1

---

[4]
# C3HBrCl2

C3HBrCl2 as an isolated structure (ωB97M-V/def2-TZVPD, OMol25).

Geometry as XYZ:
```
7
Properties=species:S:1:pos:R:3:mulliken_charge:R:1
Br 1.205 0.746 1.879 0.120
Cl -1.394 -1.106 0.965 -0.095
Cl 1.574 -1.627 0.158 -0.006
C 1.486 0.046 0.341 -0.187
C -1.076 -0.032 -0.301 -0.594
C -0.798 0.636 -1.170 0.373
H -0.998 1.338 -1.872 0.389
```

Properties
orbital gap	7.767	eV
spin multiplicity	1

---

[5]
# CH6NO4

A 3-piece molecular cluster, CH6NO4 overall (ωB97M-V/def2-TZVPD, OMol25).

Geometry as XYZ:
```
12
Properties=species:S:1:pos:R:3:mulliken_charge:R:1
O 0.258 -0.129 -0.680 -0.827
O 1.863 0.313 0.837 -0.693
O -1.325 -2.008 -1.912 -0.697
O -1.474 -0.552 1.746 -0.665
N 0.474 2.008 0.119 -0.574
C 0.909 0.619 0.103 0.553
H -0.788 -0.567 1.054 0.351
H -0.682 -2.618 -2.283 0.269
H 1.135 2.510 0.699 0.246
H -0.759 -1.401 -1.382 0.514
H -1.962 0.252 1.546 0.306
H 0.598 2.390 -0.811 0.214
```

Properties
net charge	-1
orbital gap	8.861	eV
spin multiplicity	1

---

[6]
# C15H38Cl2P2Pd

C15H38Cl2P2Pd as an isolated structure (ωB97M-V/def2-TZVPD, OMol25).

Geometry as XYZ:
```
58
Properties=species:S:1:pos:R:3:mulliken_charge:R:1
Pd 0.821 -1.222 -0.016 -1.189
Cl 1.384 0.041 1.869 -0.523
Cl -0.323 0.342 -1.375 -0.390
P 0.238 3.658 -0.939 -0.384
P -0.487 -3.202 0.479 1.323
C 1.284 -3.604 0.652 -0.670
C 0.268 3.667 1.840 -1.250
C -1.723 5.503 -1.084 -1.420
C 1.235 3.095 -2.324 0.710
C 2.468 3.639 0.748 -1.502
C 1.028 4.167 0.595 0.631
C 2.327 2.039 -2.045 -1.444
C -1.356 -4.483 -0.425 -0.523
C -1.460 -3.856 3.056 -1.249
C -2.419 3.042 -0.467 -1.127
C 1.750 4.357 -3.030 -1.473
C -1.183 -2.728 2.063 -0.421
C 1.503 -4.937 1.344 -1.226
C -0.921 -4.488 -1.888 -1.204
C -1.492 3.984 -1.269 0.621
H 1.955 1.298 -1.334 0.197
H 0.924 4.913 -3.482 0.394
H -3.471 3.320 -0.646 0.405
H -2.254 2.013 -0.824 0.276
H -1.032 6.082 -1.706 0.372
H 2.407 2.560 0.937 0.320
H -2.114 -2.188 1.842 0.501
H -0.805 3.878 1.846 0.295
H -1.520 -5.200 -2.464 0.391
H -1.548 5.820 -0.050 0.305
H 1.767 -2.797 1.249 0.495
H 2.556 -5.233 1.279 0.380
H -2.029 -3.511 3.924 0.392
H 0.735 4.111 2.726 0.442
H 0.132 -4.788 -1.982 0.337
H -0.370 -0.466 0.673 0.118
H 2.232 5.053 -2.338 0.341
H -2.441 -4.285 -0.309 0.373
H 1.261 -4.875 2.405 0.257
H 2.907 4.081 1.651 0.470
H 3.267 2.468 -1.684 0.329
H 0.509 2.603 -3.004 0.404
H -2.744 5.787 -1.368 0.423
H -1.158 -5.455 0.053 0.451
H 3.115 3.823 -0.111 0.276
H 2.468 4.114 -3.825 0.408
H 1.006 5.276 0.508 0.473
H 2.513 1.492 -2.976 0.451
H -0.502 -1.991 2.515 0.205
H -1.635 3.771 -2.349 0.364
H -0.675 -2.081 -0.444 0.033
H -1.046 -3.498 -2.348 0.279
H 1.745 -3.609 -0.344 0.239
H -2.043 -4.675 2.635 0.313
H -0.545 -4.285 3.459 0.278
H 0.427 2.586 1.921 0.221
H -2.204 3.081 0.608 0.188
H 0.928 -5.750 0.891 0.313
```

Properties
orbital gap (spin up / spin down)	3.146 / 6.293	eV
spin multiplicity	5
expectation value of S²	6.0108

---

| no. | strongest force on any atom (Eh/bohr) | molecular weight (g mol⁻¹) |
| --- | --- | --- |
| 1 | 0.012 | 56.1 |
| 2 | 0.031 | 223.3 |
| 3 | 0.043 | 70.1 |
| 4 | 0.207 | 187.9 |
| 5 | 0.012 | 96.1 |
| 6 | 0.058 | 457.7 |